1.
{
  "formula": "C30H50P2TeW",
  "method": "the ωB97M-V functional and the def2-TZVPD basis",
  "species": ["W", "C", "C", "C", "C", "C", "C", "H", "H", "H", "C", "H", "H", "H", "C", "H", "H", "H", "C", "H", "H", "H", "C", "H", "H", "H", "C", "C", "C", "C", "C", "C", "C", "C", "H", "H", "H", "H", "H", "H", "H", "H", "H", "H", "H", "H", "P", "C", "H", "H", "H", "C", "H", "H", "H", "C", "H", "H", "H", "P", "C", "H", "H", "H", "C", "H", "H", "H", "C", "H", "H", "H", "Te", "C", "C", "C", "C", "C", "C", "H", "H", "H", "H", "H"],
  "coordinates": [[-0.59957, 1.91996, -0.49281], [0.87617, 1.60527, -2.11015], [1.05730, 2.92651, -1.53692], [1.89194, 1.35552, -0.02678], [1.50322, 0.66057, -1.20582], [1.59973, 2.75794, -0.19764], [0.34679, 1.27289, -3.45634], [-0.37188, 1.99895, -3.82177], [-0.15727, 0.30101, -3.44470], [1.17526, 1.21674, -4.17116], [1.99236, -0.67072, -1.61694], [1.38849, -1.10662, -2.41369], [2.04605, -1.39964, -0.80136], [3.01468, -0.56826, -2.00106], [2.67986, 0.73836, 1.07706], [3.75297, 0.68144, 0.84202], [2.33832, -0.28435, 1.28331], [2.60266, 1.27615, 2.02783], [1.88653, 3.82401, 0.81081], [2.34605, 4.70369, 0.34738], [2.55078, 3.44935, 1.59127], [0.96569, 4.15293, 1.30025], [0.68891, 4.20325, -2.21317], [1.48381, 4.60517, -2.83947], [0.45376, 4.98205, -1.48981], [-0.18036, 4.05490, -2.85518], [-2.30735, 0.81766, -0.39340], [-2.22663, 1.62191, -1.63029], [-3.06344, 2.87193, -1.79823], [-2.60388, 4.04478, -0.90218], [-1.36017, 3.76891, -0.09567], [-1.44006, 2.93231, 1.11042], [-2.80496, 2.42423, 1.53405], [-3.22878, 1.18801, 0.74608], [-4.13754, 2.64895, -1.63041], [-3.43804, 4.37199, -0.25849], [-3.00007, 3.19492, -2.84749], [-4.25465, 1.32386, 0.37505], [-2.13006, -0.25114, -0.48779], [-2.08752, 1.07958, -2.57143], [-3.24382, 0.32842, 1.42793], [-2.82404, 2.19562, 2.61056], [-0.78822, 3.25854, 1.93297], [-3.56619, 3.21478, 1.41630], [-2.36971, 4.90519, -1.55476], [-0.65342, 4.59061, -0.02733], [-1.31370, -2.98478, -1.48517], [-0.66586, -4.15989, -2.76266], [-1.49467, -4.84076, -3.04219], [0.16232, -4.77257, -2.40104], [-0.34691, -3.62312, -3.66057], [-2.59366, -4.19221, -0.92125], [-2.89121, -4.80558, -1.79548], [-3.48248, -3.67712, -0.54778], [-2.19264, -4.84838, -0.14183], [-2.32687, -1.97323, -2.63631], [-2.85157, -1.16437, -2.12266], [-3.05519, -2.64668, -3.09742], [-1.69788, -1.52593, -3.41315], [0.22400, -0.58788, 3.35376], [0.51766, 1.07466, 4.10989], [-0.12353, 1.19013, 4.99541], [0.24987, 1.84543, 3.37167], [1.57112, 1.21083, 4.37964], [-1.55701, -0.69902, 3.75280], [-2.06879, 0.21014, 3.40684], [-1.66122, -0.76465, 4.84556], [-2.00330, -1.55413, 3.22564], [1.01077, -1.74742, 4.53181], [0.42159, -1.75561, 5.45959], [2.04448, -1.41560, 4.69102], [1.02993, -2.73158, 4.04600], [0.07695, -2.73824, 0.72111], [2.02805, -3.62708, 0.50429], [3.03634, -3.12791, 1.34531], [4.36340, -3.51724, 1.15158], [4.68883, -4.43658, 0.14316], [3.67140, -5.00653, -0.64148], [2.32885, -4.63962, -0.43819], [2.76933, -2.44288, 2.15061], [5.14758, -3.11060, 1.79085], [5.72721, -4.72150, -0.02119], [3.92725, -5.74901, -1.40450], [1.52586, -5.13161, -0.98471]],
  "lowdin_charge": [1.6153, -0.3402, -0.3060, -0.2126, -0.2395, -0.2606, -0.0308, 0.0835, 0.0638, 0.1125, -0.0331, 0.0773, 0.0077, 0.1216, -0.0226, 0.1174, 0.0259, 0.0698, -0.0031, 0.1056, 0.0886, 0.0655, -0.0084, 0.1087, 0.0798, 0.0894, -0.3240, -0.3284, -0.1549, -0.1600, -0.3206, -0.2783, -0.1749, -0.1759, 0.1326, 0.1233, 0.1203, 0.1290, 0.0608, 0.0996, 0.1012, 0.1114, 0.1028, 0.1213, 0.1254, 0.1027, 0.6518, -0.2286, 0.0627, 0.0262, 0.0586, -0.2787, 0.0578, 0.0586, 0.0402, -0.2171, 0.0288, 0.0793, 0.0495, 0.6921, -0.2754, 0.0540, 0.0100, 0.0442, -0.2982, 0.0164, 0.0561, 0.0267, -0.2882, 0.0530, 0.0490, 0.0220, 1.1453, -0.5531, -0.1625, -0.0552, -0.0484, -0.0521, -0.1210, 0.0748, 0.1190, 0.1182, 0.1199, 0.0752],
  "relative_energy_ev": 1.279,
  "lumo_energy_ev": [-6.9, -8.0],
  "e_homo_ev": [-12.996, -13.015],
  "orbital_gap_ev": [6.1, 5.0],
  "multiplicity": 3,
  "total_charge": 2
}



2.
{
  "formula": "C30H50P4RuS",
  "method": "the ωB97M-V functional and the def2-TZVPD basis",
  "species": ["Ru", "P", "P", "P", "H", "C", "C", "H", "C", "C", "C", "C", "C", "C", "C", "C", "C", "H", "H", "H", "H", "H", "H", "H", "H", "H", "H", "H", "H", "H", "H", "H", "H", "H", "H", "H", "H", "H", "H", "H", "H", "H", "H", "H", "H", "H", "C", "C", "C", "C", "C", "C", "S", "H", "H", "H", "H", "H", "H", "C", "P", "C", "C", "C", "C", "C", "C", "C", "C", "C", "C", "C", "C", "H", "H", "H", "H", "H", "H", "H", "H", "H", "H", "H", "H", "H"],
  "coordinates": [[0.03228, -0.27542, 0.25347], [-0.70788, 1.71676, 1.30028], [-2.11490, -0.71102, -0.57145], [2.16908, 0.81026, -0.23615], [-0.01316, -2.77147, -9.35887], [1.00994, -2.99438, -9.03941], [1.34555, -4.20162, -8.56157], [0.60656, -5.00432, -8.46866], [-1.13406, 3.17401, 0.27373], [-2.19116, 1.57491, 2.35506], [0.46961, 2.42955, 2.49865], [-2.30573, -2.18002, -1.66320], [-3.42930, -1.06986, 0.66630], [-2.92050, 0.59128, -1.58982], [3.30961, -0.00412, -1.42808], [3.33179, 0.95601, 1.17514], [2.13819, 2.51953, -0.92230], [1.75655, -2.20651, -9.18032], [2.37998, -4.44762, -8.30073], [-1.42026, 4.00732, 0.93027], [-1.97679, 2.95205, -0.38769], [-0.28335, 3.49277, -0.33585], [-2.26982, 2.46462, 2.99383], [-2.10659, 0.70905, 3.01946], [-3.10345, 1.49737, 1.75452], [-0.05205, 3.17494, 3.11293], [1.30416, 2.92414, 1.99277], [0.85235, 1.65290, 3.16765], [-3.36301, -2.47587, -1.71061], [-1.72312, -3.02599, -1.28124], [-1.95732, -1.95014, -2.67748], [-4.38200, -0.62262, 0.35385], [-3.17578, -0.65900, 1.64613], [-3.56316, -2.15468, 0.75817], [-3.76891, 0.15995, -2.14057], [-2.19824, 0.98304, -2.31512], [-3.29370, 1.40932, -0.96134], [4.27177, 0.52636, -1.43262], [2.89373, 0.00573, -2.44195], [3.47306, -1.04758, -1.13453], [4.15041, 1.64686, 0.92666], [3.75490, -0.03333, 1.38356], [2.81976, 1.31348, 2.07110], [3.13357, 2.77777, -1.31139], [1.86453, 3.24816, -0.15106], [1.42219, 2.57387, -1.75120], [0.55258, -1.41208, -3.22273], [0.41466, -0.10525, -3.73690], [0.24091, 0.08347, -5.10791], [0.18054, -1.01808, -5.97206], [0.32294, -2.31835, -5.46834], [0.52454, -2.51705, -4.11412], [0.80940, -1.76091, -1.55224], [-0.09386, 0.49517, -1.13737], [0.46438, 0.74864, -3.06049], [0.16738, 1.09885, -5.50800], [0.04472, -0.86774, -7.04234], [0.30157, -3.17901, -6.13890], [0.68029, -3.51108, -3.70135], [-1.32449, -2.85424, 2.45494], [0.13107, -1.85901, 1.99511], [0.50365, -0.93004, 3.52609], [-0.50155, -0.60853, 4.45106], [-0.17280, 0.08682, 5.61717], [1.14859, 0.45344, 5.87258], [2.15436, 0.13483, 4.95128], [1.83771, -0.58349, 3.79901], [1.36907, -3.19608, 2.18692], [1.75110, -3.65416, 3.45544], [2.57208, -4.77508, 3.58405], [3.01072, -5.45754, 2.44310], [2.63150, -5.01260, 1.17027], [1.82300, -3.87856, 1.04046], [-2.21592, -2.22693, 2.55324], [-1.47704, -3.59668, 1.66296], [-1.15125, -3.40220, 3.39195], [-1.52946, -0.93259, 4.28986], [-0.96270, 0.32310, 6.33505], [1.40459, 0.97118, 6.79619], [3.19200, 0.42182, 5.14170], [2.63407, -0.91668, 3.13138], [1.42999, -3.13394, 4.35807], [2.86809, -5.11316, 4.58135], [3.65968, -6.32492, 2.54705], [2.96274, -5.54398, 0.27733], [1.55285, -3.51539, 0.04687]],
  "lowdin_charge": [0.1257, 0.7345, 0.7189, 0.7484, 0.1327, 0.2154, 0.2229, 0.1325, -0.2084, -0.2359, -0.2237, -0.2590, -0.2397, -0.2283, -0.2727, -0.2343, -0.2325, 0.1319, 0.1324, 0.0814, 0.0349, 0.0308, 0.0761, 0.0172, 0.0505, 0.0796, 0.0423, 0.0145, 0.0758, 0.0370, 0.0371, 0.0785, 0.0029, 0.0565, 0.0754, 0.0418, 0.0430, 0.0767, 0.0338, 0.0383, 0.0818, 0.0516, 0.0132, 0.0747, 0.0401, 0.0431, -0.6114, -0.0906, -0.0225, -0.0294, -0.0562, -0.0811, 0.7826, -0.0535, 0.0792, 0.1338, 0.1122, 0.0959, 0.1172, -0.2028, 0.8856, -0.4085, -0.0968, -0.0222, -0.0161, -0.0402, -0.1457, -0.2811, -0.0007, 0.0250, 0.0659, 0.0371, -0.0508, 0.0296, 0.0685, 0.0822, 0.1043, 0.1347, 0.1337, 0.1326, 0.0980, 0.1361, 0.1463, 0.1519, 0.1423, 0.0258],
  "relative_energy_ev": 0.000,
  "lumo_energy_ev": [-10.7, -15.1],
  "e_homo_ev": [-18.415, -18.362],
  "orbital_gap_ev": [7.7, 3.2],
  "multiplicity": 5,
  "total_charge": 4
}



3.
{
  "formula": "C30H51BrF6N2O12S4",
  "method": "the ωB97M-V functional and the def2-TZVPD basis",
  "species": ["C", "C", "C", "C", "C", "C", "C", "C", "C", "C", "F", "O", "S", "O", "O", "C", "C", "C", "C", "C", "N", "C", "C", "F", "F", "C", "F", "F", "F", "C", "Br", "C", "C", "N", "H", "H", "H", "H", "H", "H", "H", "H", "H", "H", "H", "H", "H", "H", "H", "H", "H", "H", "H", "H", "H", "H", "H", "H", "H", "H", "H", "O", "S", "O", "O", "C", "C", "C", "H", "H", "H", "H", "H", "H", "H", "H", "O", "S", "O", "O", "C", "C", "C", "H", "H", "H", "H", "H", "H", "H", "H", "O", "S", "O", "O", "C", "C", "C", "H", "H", "H", "H", "H", "H", "H", "H"],
  "coordinates": [[-3.76999, 3.64994, 4.93022], [-3.49545, 2.15371, 5.35884], [-4.62970, 1.24686, 4.70186], [-4.37333, 0.83981, 3.21574], [-5.68155, 1.35760, 2.44917], [-3.94922, -0.60801, 2.72284], [-3.68288, -0.34404, 1.15972], [-4.63499, -0.65553, -0.01565], [-6.18658, -0.58179, -0.05811], [-5.11484, -1.58744, 3.06431], [-6.01343, -1.14327, 4.06356], [-4.70580, -2.85085, 3.67437], [-3.67250, -3.50341, 2.60740], [-3.62169, -4.93335, 2.79351], [-4.26830, -3.32156, 1.29058], [-2.05420, -2.59261, 2.85554], [-1.13962, -2.79547, 1.57644], [-1.51619, -3.79411, 0.55990], [-0.63240, -3.87087, -0.55054], [0.50166, -3.02346, -0.56654], [0.96898, -2.13172, 0.32397], [0.07647, -2.11013, 1.34519], [-1.31558, -3.48563, 3.94814], [-2.12410, -4.03737, 4.91638], [-0.92853, -4.64801, 3.25460], [0.04423, -3.19834, 4.66786], [0.10795, -2.39361, 5.74863], [1.15602, -3.00740, 3.92067], [0.33475, -4.43097, 5.27382], [-2.49545, -1.10714, 3.24110], [-2.58421, -1.09211, 5.27130], [-1.42445, 0.03777, 3.01875], [-0.23470, 0.09602, 4.03595], [-0.12613, 1.03372, 4.88301], [-2.94255, 4.29875, 5.30890], [-3.68873, 3.69374, 3.81447], [-4.77127, 4.00237, 5.26167], [-2.47499, 1.88325, 5.02047], [-3.49433, 2.05147, 6.47303], [-4.80521, 0.43231, 5.43812], [-5.54322, 1.88148, 4.84168], [-3.68900, 1.65971, 2.86955], [-6.55409, 0.68904, 2.57554], [-5.45857, 1.60330, 1.38016], [-5.99055, 2.35283, 2.85555], [-3.34625, 0.71934, 1.03708], [-2.72666, -0.86298, 0.87252], [-4.30827, 0.01638, -0.86051], [-4.35555, -1.64360, -0.46453], [-6.76560, -0.52549, 0.88245], [-6.59215, -1.46996, -0.60813], [-6.53596, 0.28882, -0.67198], [-5.85297, -1.75753, 2.25070], [-2.37347, -4.47550, 0.60501], [-0.84272, -4.57986, -1.36814], [1.13591, -3.10538, -1.48138], [0.41605, -1.42462, 2.15255], [-1.04715, 0.08543, 1.96593], [-1.80829, 1.06854, 3.17357], [0.61938, -0.61614, 3.99894], [0.73977, 0.91129, 5.41427], [0.09057, 0.50058, -5.55101], [0.17844, -0.89847, -5.25930], [-0.04008, -1.40318, -3.93633], [1.57876, -1.45766, -5.79851], [2.78604, -0.83049, -5.32829], [3.09670, -1.20495, -3.89079], [-0.86608, -1.78504, -6.37208], [2.72531, 0.25261, -5.44929], [3.59296, -1.18056, -5.97127], [2.34006, -0.81586, -3.20777], [4.06152, -0.79777, -3.58634], [3.11175, -2.29027, -3.77087], [-0.68458, -1.43538, -7.38574], [-1.89663, -1.58414, -6.08275], [-0.65639, -2.84888, -6.28091], [5.10578, 1.28360, -6.17539], [5.95173, 2.42935, -6.01278], [5.45364, 3.65721, -5.47143], [6.68462, 2.73572, -7.40622], [5.87002, 2.94589, -8.56913], [5.17821, 4.29589, -8.54626], [7.38594, 1.96241, -5.09738], [5.14710, 2.13342, -8.67791], [6.53802, 2.89954, -9.42942], [4.45477, 4.35560, -7.73224], [4.64434, 4.47118, -9.48122], [5.90335, 5.09664, -8.39256], [7.79609, 1.04776, -5.51946], [7.07527, 1.79594, -4.06667], [8.11043, 2.77311, -5.13978], [4.90085, 0.13965, 0.02246], [4.06539, 0.45964, 1.14161], [2.66180, 0.69880, 0.99045], [4.71528, 1.69201, 1.93966], [4.97406, 2.90499, 1.21853], [3.70082, 3.67164, 0.91353], [4.28335, -0.76751, 2.39043], [5.53465, 2.69111, 0.30496], [5.61616, 3.51446, 1.85487], [3.05985, 3.11637, 0.22762], [3.93081, 4.63280, 0.45173], [3.12653, 3.84110, 1.82589], [5.34693, -0.93554, 2.54375], [3.80374, -1.68010, 2.03700], [3.80432, -0.42748, 3.30664]],
  "lowdin_charge": [-0.1134, -0.2616, -0.2362, -0.2790, -0.0499, -0.2672, -0.1336, -0.2336, -0.1208, -0.2650, 0.0119, -0.1472, 0.7295, -0.2207, -0.2528, -0.2224, -0.1279, 0.0180, -0.0246, -0.1417, 0.1169, -0.1214, -0.3603, 0.0679, 0.0709, -0.4607, 0.1050, 0.1422, 0.0953, -0.4574, 1.0277, -0.1701, -0.2960, 0.1034, 0.0712, 0.0683, 0.0724, 0.0448, 0.1076, 0.0621, 0.1042, 0.1175, 0.0773, 0.0846, 0.0867, 0.1239, 0.1099, 0.1183, 0.0950, 0.0451, 0.0822, 0.0783, 0.1488, 0.1044, 0.1147, 0.1116, 0.0869, 0.1229, 0.1044, 0.0945, 0.0641, -0.2706, 0.5771, -0.2899, -0.2633, -0.2608, -0.0687, -0.1246, 0.1056, 0.1178, 0.0684, 0.0800, 0.0819, 0.0736, 0.0753, 0.0734, -0.2763, 0.5861, -0.2712, -0.2623, -0.2585, -0.0759, -0.1193, 0.1156, 0.1214, 0.0700, 0.0815, 0.0853, 0.0748, 0.0770, 0.0756, -0.2773, 0.5706, -0.2884, -0.2649, -0.2601, -0.0752, -0.1180, 0.1147, 0.1209, 0.0691, 0.0815, 0.0850, 0.0744, 0.0723, 0.0698],
  "lumo_energy_ev": 0.2,
  "e_homo_ev": -9.889,
  "orbital_gap_ev": 10.1,
  "multiplicity": 1
}